A molecular structure, C36H93F4HgN7O24S4. Source: the Open Molecules 2025 dataset; level of theory: ωB97M-V/def2-TZVPD.

CARTESIAN COORDINATES (ANGSTROEM)
Hg  -8.4063  12.2404  20.9743
N  -5.3550  15.2231  22.5337
S  -4.9973  16.6958  22.6191
O  -3.7462  17.1379  22.1312
O  -5.6462  17.5476  23.6273
F  -5.8498  17.0581  21.2840
S  -4.1354  14.8597  23.6724
O  -4.1948  15.4573  24.9924
O  -2.7779  14.6531  23.0962
F  -4.6592  13.3605  23.9901
N  -12.2636  14.2702  19.5132
S  -13.0215  15.6848  20.0783
O  -13.9877  15.4866  21.1527
O  -13.2202  16.7382  19.0735
F  -11.7994  16.1441  20.9453
S  -13.4839  14.0277  18.6426
O  -13.4118  14.5587  17.3059
O  -14.7967  13.6418  19.1577
F  -12.9670  12.5695  18.2035
C  -6.3984  14.1353  14.3296
C  -6.5972  13.9063  15.8452
O  -6.9356  12.6203  16.1411
O  -5.2044  13.4852  13.8949
H  -6.4570  15.2202  14.2422
H  -7.2214  13.7137  13.7525
H  -7.4056  14.5407  16.2087
H  -5.7428  14.2877  16.4043
H  -6.5546  12.0355  15.4820
H  -5.1993  13.5853  12.9401
C  -4.7918  24.9987  21.1161
C  -5.1300  25.9139  19.8775
O  -5.8988  25.1115  18.9345
O  -3.8339  25.6964  21.9530
H  -4.3700  24.0386  20.8186
H  -5.6538  24.6573  21.6893
H  -4.2476  26.2859  19.3568
H  -5.7743  26.7189  20.2309
H  -6.6925  24.9848  19.4595
H  -4.3239  26.3871  22.4052
C  -4.2874  20.0526  30.4942
C  -5.2886  18.9009  30.3244
O  -4.6383  17.6603  30.6399
O  -4.1386  20.3550  31.8396
H  -4.6418  20.8453  29.8354
H  -3.3037  19.8359  30.0778
H  -5.6864  18.8580  29.3105
H  -6.1221  19.0646  31.0075
H  -4.3546  17.3271  29.7854
H  -3.9420  19.5352  32.2988
C  -13.3924  21.3712  27.8089
O  -14.3276  20.5681  28.4254
C  -15.2185  19.8650  27.5796
C  -16.1715  18.7901  28.2276
N  -17.1598  19.4263  29.0941
C  -18.2565  18.5490  29.2890
C  -19.3731  19.0979  30.2447
O  -20.2913  19.9512  29.5057
C  -21.5355  20.3229  30.1296
H  -12.7977  20.7083  27.1804
H  -12.7013  21.6427  28.6069
H  -13.8474  22.1799  27.2369
H  -14.5366  19.2648  26.9771
H  -15.7933  20.6492  27.0870
H  -15.6698  18.0116  28.8024
H  -16.6412  18.2206  27.4256
H  -17.6038  20.1683  28.5722
H  -17.9170  17.5239  29.4374
H  -18.6775  18.5332  28.2836
H  -19.0449  19.6413  31.1307
H  -19.9467  18.2577  30.6360
H  -22.1773  20.6834  29.3257
H  -21.3307  21.1896  30.7580
H  -22.1689  19.5284  30.5243
C  1.8231  12.0800  13.9818
O  2.6982  11.5683  14.9705
C  2.3662  11.8053  16.3295
C  2.0949  13.2172  16.8627
N  3.3123  14.0128  16.9194
C  2.9901  15.4042  17.2363
C  2.7758  15.5318  18.7259
O  3.8039  15.1462  19.6478
C  3.3448  15.5950  20.9062
H  2.2971  11.9025  13.0164
H  1.6610  13.1538  14.0750
H  0.8556  11.5806  14.0317
H  3.1597  11.3289  16.9053
H  1.4607  11.2640  16.6036
H  1.7459  13.1925  17.8951
H  1.2742  13.7526  16.3853
H  3.8654  13.5891  17.6507
H  2.0662  15.7101  16.7454
H  3.7142  16.1764  16.9767
H  1.8290  15.0535  18.9766
H  2.4186  16.5493  18.8845
H  2.2872  15.4637  21.1354
H  3.7072  16.6222  20.9456
H  3.9288  15.0639  21.6578
C  -5.5057  9.6630  21.1474
O  -6.7966  9.5768  21.7970
C  -7.1791  8.2458  22.0806
C  -8.4217  8.2671  22.9641
N  -9.4772  9.1386  22.4722
C  -10.5232  9.4034  23.4718
C  -9.9993  10.1486  24.7550
O  -9.4169  11.3686  24.3306
C  -9.1674  12.3741  25.3314
H  -5.4817  10.7107  20.8475
H  -5.3326  9.0131  20.2897
H  -4.6309  9.4880  21.7738
H  -6.4016  7.6917  22.6066
H  -7.4387  7.6780  21.1871
H  -8.2812  8.4599  24.0276
H  -8.7005  7.2146  23.0158
H  -9.9972  8.6025  21.7922
H  -11.1243  8.5632  23.8195
H  -11.2384  10.0901  23.0189
H  -9.1527  9.6326  25.2078
H  -10.8336  10.2346  25.4513
H  -10.1202  12.6150  25.8027
H  -8.8750  13.3170  24.8692
H  -8.4217  11.9010  25.9704
C  -1.8703  15.6064  9.4256
O  -2.2672  16.3862  10.5510
C  -1.7504  17.7138  10.4371
C  -2.1634  18.7200  11.5438
N  -1.7410  18.2864  12.9129
C  -2.2543  19.0511  14.0627
C  -1.3924  20.3735  14.2338
O  -0.1330  20.0488  14.9094
C  0.5297  21.2410  15.2046
H  -2.3925  14.6531  9.5072
H  -0.7910  15.5456  9.2858
H  -2.2499  16.0830  8.5218
H  -2.0531  18.2267  9.5242
H  -0.6642  17.7781  10.3727
H  -3.2398  18.8609  11.6419
H  -1.6326  19.6532  11.3554
H  -1.8357  17.2808  12.9152
H  -2.0999  18.4071  14.9284
H  -3.3162  19.2437  13.9099
H  -2.0108  21.0713  14.7985
H  -1.2612  20.9175  13.2985
H  0.1100  21.9434  15.9246
H  0.6875  21.7999  14.2822
H  1.4620  20.8910  15.6478
C  1.7422  13.6008  38.0482
O  2.4357  12.9188  37.0140
C  3.5879  13.5967  36.5840
C  3.7954  13.2726  35.0932
N  2.8075  13.9006  34.1907
C  2.8477  13.3075  32.8518
C  1.7052  13.8010  31.9301
O  0.4030  13.4298  32.3589
C  0.0419  12.0537  32.1961
H  0.6984  13.3219  38.1927
H  1.7792  14.6753  37.8690
H  2.1786  13.4294  39.0322
H  4.3818  13.2822  37.2614
H  3.5398  14.6839  36.6453
H  3.8214  12.1860  35.0114
H  4.7824  13.5895  34.7564
H  1.9358  13.6521  34.6361
H  2.7249  12.2260  32.9089
H  3.8311  13.3904  32.3889
H  1.9664  13.4707  30.9247
H  1.7455  14.8896  31.8934
H  -0.8066  11.8804  32.8580
H  0.8270  11.3732  32.5257
H  -0.1834  11.7276  31.1808

Forces on the atoms, in the same order (eV/Å):
-0.128 -0.548 0.473
2.287 -2.886 2.962
-4.368 8.976 -3.212
1.816 -0.439 0.838
1.100 -2.177 -1.132
-0.526 -0.102 0.454
3.704 -4.738 1.757
-0.414 -0.072 -2.069
-3.849 0.503 0.937
0.118 0.758 -0.622
-0.674 3.566 2.694
0.701 4.406 3.885
0.969 -0.196 -2.280
0.347 -2.557 1.918
0.727 0.282 -0.397
-3.516 -8.192 -7.281
-0.507 1.680 0.853
1.880 1.886 0.139
0.236 -0.979 0.561
-0.480 -0.077 1.319
-0.041 1.661 -1.243
-0.329 -1.998 0.655
-0.181 0.577 0.189
0.658 0.212 -0.589
-0.384 0.023 0.233
-0.309 0.130 -0.308
0.600 -0.281 -0.108
0.190 -0.102 0.028
0.275 -0.140 -0.118
1.068 0.964 -0.500
-0.645 -1.989 0.481
0.402 0.821 0.837
-0.673 -0.692 -0.376
0.534 0.329 -0.351
-0.490 0.607 0.042
-0.028 -0.103 0.310
0.267 0.421 -0.073
-0.490 -0.464 -0.502
0.059 0.101 0.130
-0.489 -0.982 -1.226
0.953 0.075 -0.191
-0.524 0.114 -0.067
-0.157 1.039 0.727
-0.218 0.814 0.857
0.071 -0.603 -0.270
-0.024 0.083 -0.111
0.050 -0.092 0.097
0.246 -0.304 0.153
0.091 -0.150 0.010
0.657 -1.093 -0.113
-1.657 -0.844 2.241
0.626 -0.967 0.677
0.597 1.714 0.470
1.168 0.716 0.265
-1.826 0.223 -0.272
-0.759 -0.354 -0.387
0.095 -0.762 -0.050
0.753 0.470 -1.231
0.259 0.261 -0.783
-0.212 0.762 -0.145
0.230 0.308 0.043
-0.375 0.136 -1.127
-0.305 -0.436 -0.754
0.521 0.299 0.168
-0.175 0.175 -0.661
0.532 0.688 -0.026
-0.149 0.041 0.857
-1.149 -0.719 -0.070
0.670 0.098 -0.135
-0.099 -0.302 -0.070
0.272 0.255 -0.292
-0.366 -0.338 0.658
0.691 -0.335 0.732
0.144 0.002 0.388
0.252 0.665 0.267
-0.887 -0.220 0.299
0.765 0.092 -0.033
-0.358 0.703 -1.256
0.953 -0.373 1.173
-1.531 0.828 0.358
-1.535 -0.254 -1.602
1.886 0.195 0.755
-0.081 -0.127 0.096
0.044 0.153 0.108
-0.191 -0.108 -0.095
0.176 0.204 -0.044
-0.336 -0.427 -0.208
-0.439 -0.963 0.270
0.246 -0.062 -0.666
0.506 0.309 0.021
-0.048 -0.170 -0.002
0.588 -0.526 -0.513
0.015 -0.951 0.233
0.723 0.732 0.300
-0.064 0.067 -0.400
-0.748 0.413 0.496
-0.111 -0.164 0.059
-0.314 0.884 0.143
1.256 -0.768 -0.552
-0.580 0.670 0.610
0.242 -0.422 0.504
-0.943 -0.937 0.597
0.467 1.986 1.313
0.746 -0.022 -1.366
-0.600 0.900 -0.982
-0.807 -1.145 -0.450
0.359 -0.098 -0.287
-0.739 -0.100 -0.222
-0.324 -0.053 0.702
0.234 0.047 0.068
0.164 0.140 -0.445
0.745 0.549 -0.294
-0.617 -0.337 -0.285
0.229 0.270 -0.929
0.340 -0.628 -0.121
-0.014 0.028 -0.129
-0.395 -0.596 0.477
0.014 0.309 0.130
0.099 -0.205 0.632
0.540 -0.420 -0.217
0.031 0.793 0.564
-0.861 0.530 -0.144
0.715 1.003 0.041
-0.228 1.219 0.530
0.495 -1.242 1.758
0.211 -0.038 -1.265
1.945 -0.037 -1.237
-0.738 -1.600 0.857
-2.728 0.579 -0.835
1.354 -0.124 0.008
0.486 -0.099 0.125
0.121 -0.319 0.430
-0.119 0.102 -0.245
-0.505 -0.377 -0.467
0.346 -0.691 0.269
-0.311 0.275 -0.751
-0.332 0.143 -0.400
-0.126 -0.030 0.751
-0.149 0.318 0.174
-0.202 0.440 0.249
0.194 0.040 0.707
0.534 -0.395 -0.391
-0.810 -0.302 0.190
0.389 0.162 -0.097
0.309 0.417 -0.233
0.279 0.396 0.435
-1.479 0.295 0.191
0.284 0.067 -0.902
0.701 -0.027 0.027
0.489 -0.402 0.755
-1.033 -0.482 0.212
1.100 0.200 0.450
0.166 -0.489 -0.339
0.474 0.129 0.604
0.023 -0.411 -0.774
-0.124 0.133 -0.043
0.478 -0.096 0.098
0.629 -0.064 -0.450
-0.512 0.221 0.293
-0.261 -0.399 -0.158
0.198 0.204 0.237
-0.621 0.171 -0.344
-0.030 -0.501 0.175
0.004 0.678 -0.043
-0.393 -0.348 -0.273
-0.317 0.042 0.162
-0.090 0.081 -0.239
0.241 0.061 0.217
-0.204 0.540 -0.293

Output
- relative energy (zero: lowest compared OMol25 entry of this formula, charge and spin) (kcal/mol) = 403.72
- max |F| (Eh/bohr) = 0.22384
- LUMO energy (eV) = -7.69
- HOMO energy (eV) = -8.6
- electronic energy (eV) = -156769.675

Results of the Mulliken charge analysis, in e, for atoms 1 through 8: Hg 0.71; N -0.13; S 1.04; O -0.48; O -0.52; F -0.33; S 1.07; O -0.51